Entry 1:
Here is a structure of composition C18H28EuN6O3P in a non-equilibrium geometry from OMol25. Energies are from ωB97M-V/def2-TZVPD.

Positions of all 57 atoms, in Å:
Eu 0.119 1.548 1.117
C -1.599 -3.484 1.037
N -0.899 -3.051 2.258
C -0.635 -4.094 3.203
C -0.392 -1.774 2.278
N -0.295 -0.968 1.280
N 0.038 -1.368 3.555
C 0.830 -0.336 3.978
N 0.961 -0.302 5.320
N 1.336 0.550 3.178
H -2.334 -4.254 1.339
H -0.913 -3.909 0.253
H -2.147 -2.650 0.588
H 0.090 -3.825 3.967
H -0.206 -4.956 2.701
H -1.594 -4.419 3.642
H -0.438 -1.476 0.417
H -0.313 -1.934 4.318
H 0.888 -1.182 5.832
H 1.756 0.246 5.666
H 1.873 1.251 3.707
C 2.346 4.793 0.070
O 1.552 3.862 0.857
H 2.861 5.506 0.732
H 1.731 5.357 -0.619
H 3.106 4.209 -0.474
H 1.036 4.358 1.493
C -0.044 1.422 -4.829
P 0.785 1.286 -3.205
C 1.230 -0.503 -3.178
C 0.512 -1.461 -3.912
C 0.819 -2.805 -3.807
C 1.792 -3.223 -2.833
C 2.502 -2.256 -2.175
C 2.247 -0.900 -2.334
C -0.697 1.442 -2.157
C -1.221 2.727 -2.014
C -2.319 2.971 -1.190
C -2.846 1.932 -0.439
C -2.405 0.638 -0.607
C -1.343 0.421 -1.474
H -0.790 0.661 -4.941
H 0.682 1.419 -5.630
H -0.556 2.389 -4.885
H -0.307 -1.116 -4.549
H 0.272 -3.523 -4.407
H 2.081 -4.266 -2.732
H 3.337 -2.545 -1.534
H 2.767 -0.179 -1.707
H -0.757 3.531 -2.531
H -2.658 3.996 -1.065
H -3.669 2.211 0.222
H -2.835 -0.199 -0.128
H -0.978 -0.585 -1.643
O -0.759 3.716 2.743
N -1.838 3.157 2.810
O -1.759 1.942 2.440

**Charge**: +1
**Kohn-Sham gap (alpha / beta)**: 0.2933 / 0.3252 Eh
**E_tot**: -62815.9380 eV
**Multiplicity**: 8
**LUMO energy (alpha / beta)**: -0.0808 / -0.0811 Ha
**E_HOMO (alpha / beta)**: -10.1805 / -11.0550 eV

Entry 2:
Here is an isolated molecule of C18H28N2 from OMol25. Energies are from ωB97M-V/def2-TZVPD.

Positions of all 48 atoms, in Å:
C 2.917 2.410 0.875
C 1.661 1.996 1.632
C 1.457 0.483 1.591
C 0.260 0.007 2.412
C -1.097 0.346 1.774
C -2.240 -0.095 2.694
N -2.236 -1.539 2.861
C -1.979 -2.254 1.615
C -2.146 -1.363 0.389
N -1.210 -0.258 0.444
C -1.410 0.681 -0.640
C -0.939 0.131 -1.982
C 0.507 -0.242 -1.986
C 1.466 0.704 -2.329
C 2.811 0.380 -2.316
C 3.215 -0.892 -1.950
C 2.267 -1.839 -1.603
C 0.921 -1.517 -1.624
C -1.893 -0.643 -2.845
C -1.506 0.754 -3.226
H 3.042 3.491 0.896
H 3.798 1.954 1.322
H 2.855 2.085 -0.160
H 0.799 2.500 1.192
H 1.739 2.323 2.672
H 1.327 0.157 0.559
H 2.359 0.004 1.980
H 0.294 0.461 3.405
H 0.322 -1.072 2.539
H -1.167 1.437 1.679
H -2.111 0.358 3.681
H -3.191 0.285 2.278
H -3.113 -1.830 3.276
H -2.638 -3.122 1.533
H -0.944 -2.618 1.634
H -1.940 -1.946 -0.511
H -3.196 -1.014 0.324
H -0.821 1.577 -0.426
H -2.472 0.982 -0.733
H 1.152 1.700 -2.608
H 3.547 1.122 -2.593
H 4.265 -1.144 -1.936
H 2.577 -2.833 -1.316
H 0.186 -2.259 -1.352
H -1.499 -1.458 -3.435
H -2.899 -0.810 -2.489
H -0.851 0.886 -4.074
H -2.244 1.536 -3.121

**SMILES string**: CCCC[C@@H]1CNCCN1CC1(c2ccccc2)CC1
**Kohn-Sham gap**: 0.3359 Eh
**E_tot**: -22099.8836 eV
**LUMO energy**: 0.0318 Ha
**E_HOMO**: -8.2763 eV

Entry 3:
Here is an isolated molecule of C18H28N2O2S in a non-equilibrium geometry from OMol25. Energies are from ωB97M-V/def2-TZVPD.

Positions of all 51 atoms, in Å:
C -2.008 -3.115 5.530
C -1.108 -2.099 4.835
C -1.843 -0.781 4.600
C -0.946 0.224 3.887
C -0.460 -0.315 2.533
N 0.354 0.733 1.905
C -0.433 1.735 1.210
C -0.888 1.281 -0.185
N 0.280 0.923 -0.964
S 0.028 0.700 -2.616
O 0.138 -0.689 -2.960
O -1.162 1.404 -2.989
C 1.470 1.594 -3.299
C 1.359 1.480 -4.776
C 0.618 2.408 -5.498
C 0.453 2.261 -6.863
C 1.021 1.183 -7.521
C 1.751 0.249 -6.806
C 1.918 0.394 -5.441
C 1.044 -0.131 -0.332
C 1.468 0.353 1.065
C 0.290 -1.624 2.784
C -0.612 -2.633 3.493
H -2.353 -2.729 6.487
H -1.471 -4.044 5.708
H -2.879 -3.336 4.916
H -0.240 -1.904 5.475
H -2.173 -0.364 5.554
H -2.733 -0.969 3.994
H -0.069 0.443 4.500
H -1.488 1.160 3.745
H -1.341 -0.550 1.913
H -1.307 1.996 1.806
H 0.193 2.625 1.102
H -1.401 2.084 -0.714
H -1.577 0.428 -0.102
H 2.353 1.109 -2.896
H 1.374 2.611 -2.935
H 0.164 3.241 -4.982
H -0.124 2.988 -7.415
H 0.889 1.068 -8.586
H 2.189 -0.598 -7.313
H 2.476 -0.342 -4.881
H 1.917 -0.336 -0.952
H 0.450 -1.053 -0.264
H 2.073 -0.404 1.558
H 2.083 1.250 0.938
H 0.624 -2.062 1.842
H 1.166 -1.424 3.405
H -0.059 -3.562 3.647
H -1.471 -2.860 2.858

**SMILES string**: C[C@H]1CC[C@H](N2CCN(S(=O)(=O)Cc3ccccc3)CC2)CC1
**Kohn-Sham gap**: 0.3348 Eh
**E_tot**: -37030.9085 eV
**LUMO energy**: 0.0272 Ha
**E_HOMO**: -8.3722 eV

What is the formula in the second record?
C18H28N2

Look up the E_tot of the second one.
-22099.8836 eV

Look up the E_tot of the third one.
-37030.9085 eV